{"formula": "C48H45CrIN3PS3", "method": "ωB97M-V/def2-TZVPD", "homo_lumo_gap_ev": [6.13, 7.01], "charge": 0, "s2": 6.072, "multiplicity": 5, "elements": ["Cr", "I", "C", "C", "C", "C", "C", "C", "C", "C", "C", "C", "H", "H", "H", "H", "H", "H", "S", "C", "N", "C", "C", "N", "C", "C", "C", "C", "C", "C", "C", "C", "S", "C", "C", "C", "C", "C", "C", "C", "H", "H", "H", "H", "H", "H", "H", "H", "H", "H", "H", "H", "H", "H", "H", "H", "H", "H", "C", "S", "C", "H", "H", "H", "H", "H", "H", "N", "P", "C", "C", "C", "C", "C", "C", "C", "C", "C", "C", "C", "C", "C", "C", "C", "C", "C", "C", "H", "H", "H", "H", "H", "H", "H", "H", "H", "H", "H", "H", "H", "H", "H"], "xyz": [[0.653, 0.616, -0.536], [0.630, 1.229, 2.316], [1.700, 2.962, 1.798], [1.955, 3.829, 2.819], [2.647, 5.032, 2.547], [3.048, 5.305, 1.275], [2.798, 4.398, 0.213], [3.254, 4.692, -1.099], [3.047, 3.807, -2.110], [2.358, 2.594, -1.859], [1.868, 2.254, -0.623], [2.100, 3.180, 0.448], [1.638, 3.604, 3.828], [2.848, 5.726, 3.354], [3.575, 6.226, 1.051], [3.775, 5.628, -1.272], [3.403, 4.030, -3.109], [2.213, 1.911, -2.694], [-1.043, 2.214, -0.980], [-2.554, 1.437, -0.637], [-3.700, 2.161, -0.721], [-4.975, 1.481, -0.571], [-4.872, 0.466, 0.529], [-3.804, -0.465, 0.203], [-3.840, -1.713, 0.962], [-5.101, -2.492, 0.678], [-5.396, -2.869, -0.631], [-6.542, -3.596, -0.913], [-7.409, -3.960, 0.114], [-7.122, -3.589, 1.419], [-5.973, -2.854, 1.696], [-2.614, 0.061, -0.247], [-1.239, -0.961, -0.382], [-3.740, 3.618, -0.828], [-4.222, 4.240, 0.464], [-5.426, 4.927, 0.540], [-5.864, 5.453, 1.752], [-5.099, 5.287, 2.896], [-3.890, 4.601, 2.826], [-3.454, 4.081, 1.618], [-5.245, 0.982, -1.507], [-5.743, 2.215, -0.334], [-5.806, -0.086, 0.621], [-4.669, 0.970, 1.484], [-3.757, -1.502, 2.035], [-2.973, -2.301, 0.678], [-4.716, -2.583, -1.428], [-6.761, -3.884, -1.934], [-8.303, -4.530, -0.105], [-7.793, -3.866, 2.223], [-5.751, -2.560, 2.716], [-4.391, 3.897, -1.659], [-2.737, 3.961, -1.058], [-6.024, 5.057, -0.356], [-6.804, 5.989, 1.800], [-5.440, 5.692, 3.841], [-3.285, 4.476, 3.715], [-2.509, 3.548, 1.558], [5.193, 0.546, -1.148], [4.983, 1.012, 0.576], [5.905, 2.559, 0.501], [4.831, 1.345, -1.797], [4.590, -0.338, -1.327], [6.240, 0.328, -1.368], [6.927, 2.386, 0.161], [5.934, 2.979, 1.507], [5.408, 3.266, -0.162], [1.894, -0.695, -0.717], [2.403, -2.163, -0.704], [1.179, -3.482, -0.398], [0.256, -3.753, -1.411], [-0.747, -4.690, -1.220], [-0.843, -5.366, -0.010], [0.066, -5.103, 1.004], [1.075, -4.165, 0.810], [3.112, -2.636, -2.300], [3.212, -1.668, -3.293], [3.700, -2.005, -4.550], [4.086, -3.310, -4.815], [3.984, -4.285, -3.828], [3.491, -3.952, -2.576], [3.670, -2.399, 0.563], [3.372, -1.915, 1.840], [4.295, -2.029, 2.866], [5.534, -2.608, 2.622], [5.849, -3.065, 1.351], [4.920, -2.962, 0.322], [0.315, -3.214, -2.350], [-1.461, -4.886, -2.011], [-1.623, -6.103, 0.139], [-0.007, -5.627, 1.948], [1.783, -3.974, 1.605], [2.901, -0.655, -3.065], [3.773, -1.249, -5.323], [4.462, -3.573, -5.795], [4.279, -5.305, -4.039], [3.387, -4.717, -1.814], [2.423, -1.420, 2.016], [4.056, -1.646, 3.851], [6.261, -2.688, 3.421], [6.825, -3.493, 1.154], [5.184, -3.306, -0.669]], "forces_ev_per_angstrom": [[-0.46, -0.43, 0.51], [0.01, 0.01, -0.30], [-0.05, 0.01, -0.01], [0.13, 0.17, -0.08], [-0.06, -0.09, 0.09], [0.01, -0.02, -0.09], [0.03, 0.04, -0.03], [-0.02, 0.07, 0.13], [-0.06, -0.19, -0.05], [0.10, 0.10, -0.06], [0.05, 0.24, 0.15], [0.08, -0.02, 0.04], [-0.01, 0.02, -0.01], [-0.01, -0.03, -0.02], [0.00, -0.02, 0.00], [-0.01, -0.02, 0.01], [-0.01, -0.02, 0.01], [-0.02, 0.04, -0.01], [-0.15, 0.09, -0.11], [0.09, -0.29, 0.15], [-0.13, 0.13, -0.01], [0.08, 0.11, -0.16], [0.11, -0.10, 0.10], [-0.03, 0.01, 0.12], [-0.10, 0.03, -0.15], [0.02, -0.01, 0.00], [-0.02, -0.02, -0.03], [0.00, 0.01, 0.04], [0.05, 0.02, -0.01], [0.03, 0.03, -0.02], [-0.03, -0.03, 0.00], [0.00, 0.25, -0.09], [0.13, 0.05, 0.07], [0.00, -0.07, 0.07], [0.04, -0.08, 0.02], [-0.02, 0.05, 0.02], [0.05, -0.03, -0.03], [0.02, -0.02, -0.04], [-0.01, 0.00, -0.03], [0.01, 0.00, 0.03], [-0.03, 0.01, -0.03], [0.02, 0.04, 0.01], [-0.01, -0.05, 0.00], [-0.01, 0.00, 0.02], [-0.02, 0.02, 0.03], [0.05, -0.02, 0.01], [-0.03, -0.01, 0.03], [0.01, 0.00, 0.03], [0.02, 0.02, 0.00], [0.02, 0.01, -0.02], [-0.01, -0.01, -0.02], [-0.05, -0.01, 0.00], [0.03, 0.03, -0.06], [0.01, -0.01, 0.03], [0.01, -0.01, -0.01], [0.01, 0.00, -0.01], [-0.01, 0.00, -0.02], [-0.05, 0.02, 0.00], [0.01, 0.06, 0.00], [0.11, -0.02, 0.00], [0.02, 0.00, 0.12], [0.00, -0.03, 0.01], [-0.01, -0.04, 0.01], [-0.03, 0.00, 0.00], [0.00, 0.01, 0.02], [-0.01, 0.01, -0.03], [0.01, 0.01, -0.01], [0.09, -0.04, -0.36], [-0.09, -0.01, 0.05], [-0.05, -0.05, -0.08], [0.00, -0.01, 0.04], [0.03, 0.03, 0.01], [0.00, 0.00, -0.02], [0.03, 0.06, -0.02], [-0.02, -0.02, 0.00], [-0.02, -0.08, -0.12], [0.07, -0.03, -0.03], [-0.02, 0.02, 0.06], [0.01, -0.05, 0.02], [-0.01, 0.04, 0.01], [-0.02, 0.08, -0.03], [0.12, 0.02, 0.15], [0.06, 0.01, -0.03], [-0.01, 0.01, -0.02], [0.01, -0.01, -0.02], [-0.04, 0.03, 0.00], [-0.05, 0.01, 0.08], [0.01, -0.01, -0.01], [0.02, 0.00, 0.01], [0.00, 0.03, 0.00], [0.01, 0.00, 0.00], [0.02, -0.01, 0.01], [-0.02, -0.01, 0.00], [0.00, -0.01, 0.03], [0.00, 0.00, 0.01], [-0.01, 0.02, 0.00], [-0.01, 0.01, -0.02], [0.02, -0.03, -0.01], [0.01, -0.02, -0.04], [-0.01, 0.01, -0.01], [-0.02, 0.00, 0.00], [-0.01, -0.01, -0.01]]}



{"formula": "C48H45IrN2P4S2", "method": "ωB97M-V/def2-TZVPD", "homo_lumo_gap_ev": [5.85, 6.37], "charge": -1, "s2": 8.874, "multiplicity": 6, "elements": ["Ir", "S", "P", "C", "P", "S", "C", "C", "C", "C", "C", "C", "C", "C", "C", "C", "C", "C", "C", "C", "C", "C", "C", "C", "C", "C", "C", "C", "C", "C", "H", "H", "H", "H", "H", "H", "H", "H", "H", "H", "H", "H", "H", "H", "H", "H", "H", "H", "H", "H", "C", "P", "C", "C", "C", "C", "C", "C", "C", "P", "C", "C", "H", "H", "H", "H", "H", "H", "H", "H", "H", "H", "H", "H", "H", "H", "H", "H", "N", "C", "C", "C", "C", "C", "C", "H", "H", "H", "H", "H", "N", "C", "C", "C", "C", "C", "C", "C", "H", "H", "H", "H"], "xyz": [[0.189, -1.196, -0.841], [-1.151, 0.852, 2.597], [0.522, -0.147, 2.227], [1.210, -0.133, 0.603], [2.218, 1.245, 0.218], [1.266, 2.987, 0.131], [3.079, 0.941, -1.458], [3.927, -0.282, -1.464], [5.276, -0.246, -1.620], [5.970, 0.968, -1.783], [5.231, 2.169, -1.837], [3.880, 2.177, -1.716], [3.733, 1.390, 1.240], [4.487, 0.259, 1.540], [5.725, 0.376, 2.150], [6.220, 1.630, 2.480], [5.463, 2.761, 2.211], [4.228, 2.641, 1.591], [0.353, -1.905, 2.730], [1.163, -2.898, 2.191], [1.115, -4.195, 2.681], [0.251, -4.511, 3.721], [-0.568, -3.526, 4.260], [-0.516, -2.229, 3.769], [1.710, 0.406, 3.521], [2.638, -0.464, 4.087], [3.495, -0.030, 5.086], [3.440, 1.285, 5.525], [2.519, 2.158, 4.966], [1.653, 1.718, 3.977], [3.419, -1.230, -1.348], [5.830, -1.179, -1.614], [7.046, 0.979, -1.886], [5.751, 3.107, -1.992], [3.331, 3.110, -1.755], [4.093, -0.721, 1.304], [6.301, -0.514, 2.374], [7.187, 1.723, 2.959], [5.836, 3.742, 2.480], [3.633, 3.517, 1.360], [1.830, -2.642, 1.380], [1.744, -4.956, 2.235], [0.208, -5.524, 4.104], [-1.246, -3.767, 5.070], [-1.147, -1.451, 4.183], [2.698, -1.490, 3.747], [4.215, -0.717, 5.513], [4.115, 1.627, 6.301], [2.474, 3.188, 5.299], [0.921, 2.389, 3.543], [-2.454, 1.505, -0.694], [-1.535, 0.323, -1.734], [-1.311, 1.295, -3.257], [-2.776, -0.958, -2.190], [-3.512, -0.904, -3.367], [-4.358, -1.944, -3.731], [-4.485, -3.047, -2.905], [-3.762, -3.107, -1.720], [-2.900, -2.083, -1.354], [-1.892, -2.127, 0.192], [-3.159, -1.550, 1.382], [-1.842, -3.882, 0.675], [-3.488, 1.601, -1.032], [-1.942, 2.466, -0.769], [-2.400, 1.204, 0.351], [-2.263, 1.677, -3.631], [-0.813, 0.704, -4.027], [-0.676, 2.144, -3.002], [-3.416, -0.054, -4.029], [-4.907, -1.892, -4.663], [-5.134, -3.867, -3.183], [-3.862, -3.981, -1.090], [-3.922, -2.329, 1.464], [-3.625, -0.636, 1.018], [-2.708, -1.347, 2.349], [-2.829, -4.343, 0.631], [-1.502, -3.908, 1.711], [-1.139, -4.439, 0.063], [0.187, -2.990, -1.557], [0.984, -4.068, -1.456], [2.326, -3.988, -1.005], [3.119, -5.114, -0.933], [2.610, -6.363, -1.285], [1.297, -6.464, -1.737], [0.500, -5.341, -1.842], [2.705, -3.010, -0.736], [4.146, -5.024, -0.597], [3.233, -7.246, -1.216], [0.898, -7.431, -2.024], [-0.516, -5.406, -2.211], [3.374, 1.178, -7.173], [2.983, 0.815, -6.153], [2.485, 0.355, -4.881], [2.371, 1.229, -3.849], [1.905, 0.796, -2.494], [1.339, -0.603, -2.426], [1.503, -1.413, -3.531], [2.091, -0.997, -4.735], [2.649, 2.266, -3.985], [1.155, 1.522, -2.148], [1.129, -2.427, -3.496], [2.199, -1.681, -5.565]], "forces_ev_per_angstrom": [[-0.50, 0.52, 0.11], [-0.06, -0.06, 0.00], [0.04, 0.11, -0.02], [0.03, -0.04, 0.08], [-0.03, 0.01, 0.02], [0.00, -0.02, 0.03], [0.04, 0.05, 0.01], [0.05, -0.04, 0.08], [0.00, -0.04, 0.03], [0.01, 0.02, 0.00], [0.00, -0.01, -0.02], [0.02, 0.02, 0.02], [-0.01, -0.03, 0.04], [-0.05, -0.03, 0.04], [0.02, 0.00, 0.02], [0.00, -0.01, 0.03], [0.00, 0.01, 0.00], [-0.01, 0.03, -0.02], [-0.09, 0.05, 0.03], [0.06, -0.03, -0.04], [0.00, -0.02, -0.03], [-0.02, 0.00, 0.00], [0.02, -0.01, 0.02], [0.01, -0.03, 0.00], [0.05, -0.10, -0.03], [-0.01, 0.01, -0.04], [0.04, 0.05, 0.02], [0.03, -0.03, 0.01], [0.01, 0.02, -0.01], [-0.02, 0.11, -0.10], [0.02, 0.07, -0.02], [0.00, 0.00, 0.00], [0.00, 0.00, 0.00], [0.00, 0.00, 0.00], [-0.01, 0.00, 0.01], [-0.02, -0.03, -0.04], [0.00, 0.00, 0.00], [0.00, 0.00, 0.00], [0.01, 0.00, 0.00], [0.00, 0.00, 0.01], [0.01, 0.01, -0.06], [0.00, -0.01, 0.01], [0.00, 0.00, 0.00], [0.00, -0.01, 0.00], [0.02, 0.01, 0.01], [0.01, -0.02, 0.01], [0.00, -0.01, 0.01], [0.00, 0.00, 0.00], [0.00, 0.00, 0.00], [0.02, -0.01, 0.02], [0.01, 0.03, -0.07], [0.05, -0.33, 0.11], [0.02, -0.05, -0.03], [0.04, -0.01, 0.06], [-0.07, 0.01, -0.02], [0.01, 0.01, 0.01], [0.02, 0.01, 0.02], [-0.07, -0.02, 0.00], [0.06, 0.08, 0.01], [0.25, 0.00, -0.11], [-0.05, -0.04, -0.11], [0.02, 0.00, 0.05], [0.01, 0.03, -0.01], [0.02, -0.01, 0.04], [-0.02, -0.04, 0.02], [0.01, 0.02, 0.00], [0.00, -0.01, 0.01], [-0.02, 0.01, -0.02], [0.01, 0.01, 0.00], [0.00, 0.00, 0.00], [0.00, 0.00, 0.00], [-0.01, -0.01, 0.00], [-0.01, 0.03, -0.01], [0.06, 0.05, 0.06], [-0.01, 0.00, 0.02], [0.00, 0.00, 0.03], [0.02, -0.01, 0.00], [0.00, -0.01, -0.03], [-0.08, -0.31, -0.13], [0.04, 0.15, 0.04], [-0.01, -0.04, 0.05], [0.00, 0.01, 0.00], [0.03, -0.01, 0.00], [-0.05, 0.00, -0.01], [0.03, -0.06, -0.01], [-0.01, -0.01, 0.04], [0.00, -0.01, 0.00], [0.00, 0.00, 0.00], [0.01, 0.00, 0.01], [-0.01, 0.00, -0.01], [0.00, -0.01, 0.00], [-0.01, 0.00, 0.01], [0.03, 0.00, -0.07], [-0.03, 0.01, 0.03], [-0.05, 0.01, -0.03], [0.14, -0.03, -0.16], [-0.08, 0.03, 0.06], [0.01, 0.02, -0.02], [0.00, 0.00, -0.01], [0.01, -0.02, 0.00], [0.01, 0.00, -0.01], [0.00, 0.00, 0.00]]}



Number 1: E_tot -133294.2444 eV, M 969.984 Da. Number 2: E_tot -115151.3440 eV, M 1030.149 Da.